85
Properties=species:S:1:pos:R:3 method="wB97M-V/def2-TZVPD" energy_ev=-95481.32145 charge=+1 fmax_ev_per_a=1.58
C 2.879 -0.512 3.200
H -5.419 -2.247 -8.082
N 3.531 0.711 5.261
Hf -0.633 -1.019 -1.923
C 0.629 -0.357 2.352
N -2.255 -0.585 -3.447
H -0.636 2.805 -7.859
C 1.927 -0.860 2.279
C 1.275 0.753 4.407
H -1.411 -5.238 -0.418
C 4.911 0.254 5.199
C -0.713 3.198 4.808
H -2.871 3.225 5.324
C 5.589 0.604 6.534
C 3.472 2.031 5.856
H -0.410 3.535 5.789
H -1.754 3.694 -5.988
H -5.702 -0.535 -6.311
C -1.308 1.820 4.658
C -3.558 -2.980 -7.312
O -4.776 -0.581 -2.940
H -1.420 1.216 5.555
C -0.164 1.184 -5.277
H 4.924 -0.825 5.056
C -2.769 -1.918 -5.335
H 2.702 1.670 7.872
N -0.512 -5.024 -0.824
N -0.080 1.187 -6.621
C -1.822 0.830 2.504
H -1.743 1.413 -7.870
H 1.765 -4.190 -1.583
C -1.884 -1.614 -4.185
H 6.081 1.578 6.502
C 0.643 1.513 -0.475
C -2.661 0.020 0.312
H 0.238 -5.687 -0.733
H 0.664 0.727 -7.115
C -2.589 -2.877 -6.323
S 0.848 0.297 -4.306
C -0.335 -0.644 1.289
S -3.791 -0.094 -3.846
H -1.587 1.982 -3.997
O -0.828 -2.229 -3.928
H -2.795 1.295 2.581
O -3.732 0.523 0.587
O -1.284 -3.034 -1.455
H 2.527 2.522 5.640
C -4.841 -1.183 -6.323
H -1.719 -3.516 -6.308
H -3.450 -3.723 -8.088
N 0.067 0.905 -1.311
H 0.979 1.347 5.255
H 2.198 -1.501 1.457
H 4.137 2.713 7.820
C -4.667 -2.144 -7.314
H -2.886 2.324 -6.002
N 4.522 0.642 7.568
S 1.403 2.328 0.645
H 4.267 2.675 5.455
H 6.333 -0.150 6.796
O -2.323 -0.540 -0.779
C 2.592 0.332 4.286
H 1.953 -1.794 -2.848
H -0.086 3.553 4.004
C -1.571 0.067 1.407
H 0.898 -3.825 -3.082
O -3.772 1.315 -4.135
N -1.130 2.029 -4.894
F 4.129 -1.017 3.034
H 2.010 -1.869 -1.096
C 1.003 -3.541 -2.029
C 3.656 1.844 7.372
C 0.305 0.479 3.436
H 4.902 0.606 8.520
N -0.949 1.028 3.517
C 1.358 -2.039 -1.963
C -0.339 -3.831 -1.406
O -0.066 -1.454 0.373
H 3.938 -0.190 7.403
C -1.831 2.605 -6.029
H -2.530 3.315 3.549
C -2.173 3.034 4.524
C -3.876 -1.084 -5.349
C -1.084 2.021 -7.242
H 5.476 0.703 4.371